Entry 1:
50
Properties=species:S:1:pos:R:3:forces:R:3 method="wB97M-V/def2-TZVPD" largest_force_ev_per_a=7.1 total_charge=+1 gap_ev=7.3 homo_ev=-9.89 energy_ev=-33403.29854
C -2.400322 2.191903 5.020060 1.0 3.3 -6.2
C -2.383187 2.811204 3.855714 0.5 -2.9 5.0
C -2.279225 3.498413 2.386457 -0.2 -1.2 1.2
C -0.816331 3.223842 1.690453 -0.3 1.3 2.4
O -0.956928 3.647331 0.305235 3.4 0.5 0.6
C 0.294629 4.019282 -0.281828 1.2 -1.8 -5.0
O 0.531944 3.577612 -1.472315 -1.6 2.0 5.2
N 1.313711 4.905775 0.323775 -0.5 -1.3 -0.9
C 2.345742 4.154514 1.118317 0.9 -0.5 1.9
C 3.870020 4.608734 0.846901 -0.3 0.2 0.9
P -0.463739 1.367346 1.922063 -1.2 -1.3 -0.3
C 0.623225 0.652118 0.539099 1.0 -0.6 -0.1
C 0.454309 1.007807 3.557678 0.3 -0.2 0.3
H -2.134629 1.657669 5.993055 -0.9 1.2 -2.0
H -2.448920 4.627238 2.515465 0.2 -1.8 -0.4
H -3.103816 2.974454 1.753800 1.5 1.2 1.0
H -0.069776 3.862490 2.311558 -1.1 -0.7 -1.4
H 1.839954 5.287352 -0.498220 -1.0 -0.6 0.8
H 2.132819 4.390349 2.243123 0.4 -0.6 -1.9
H 2.286637 3.004156 0.992045 -0.1 1.8 0.0
H 4.499203 4.169663 1.727332 -1.1 0.7 -1.7
H 4.304747 4.231620 -0.150698 -0.8 0.7 1.5
H 3.936666 5.765269 0.960769 0.0 -2.0 -0.5
H 0.583685 1.218279 -0.460123 0.2 -0.6 1.7
H 1.697494 0.560803 0.968352 -1.5 0.1 -1.2
H 0.237126 -0.427215 0.312306 0.6 1.9 0.6
H 1.528929 0.606964 3.340743 -1.9 0.8 0.6
H -0.182423 0.192961 4.098853 1.3 1.4 -1.1
H 0.445564 1.922879 4.252959 0.3 -1.4 -1.1
C -2.215269 -4.152716 -1.836497 0.3 -0.3 0.2
N -0.831053 -4.571955 -2.310236 -0.1 0.0 -0.1
C -0.940513 -5.960108 -2.919952 0.1 0.5 0.2
C 0.107575 -4.631119 -1.126961 -0.2 0.1 -0.4
C -0.304310 -3.619586 -3.402546 -0.3 0.2 0.4
C -0.088065 -2.171880 -2.954008 -0.2 0.2 0.2
O -1.303908 -1.577748 -2.521497 0.1 0.0 0.1
H -2.647983 -4.984735 -1.273940 0.1 0.0 -0.2
H -2.125412 -3.294967 -1.171458 0.0 0.0 -0.4
H -2.831522 -3.929051 -2.707887 0.1 0.1 0.2
H -1.306356 -6.648517 -2.155207 0.1 0.1 -0.1
H 0.049665 -6.266323 -3.261757 -0.1 0.0 0.0
H -1.639975 -5.914721 -3.757274 0.1 0.0 0.1
H 0.131148 -3.655436 -0.641284 0.0 -0.1 -0.1
H 1.100723 -4.906734 -1.487251 -0.1 0.0 0.1
H -0.266812 -5.381297 -0.427068 0.0 0.1 -0.1
H -1.037329 -3.655354 -4.214226 0.1 0.0 0.2
H 0.640959 -4.040669 -3.757316 -0.1 0.1 0.1
H 0.286177 -1.591014 -3.802768 0.2 -0.4 -0.1
H 0.649081 -2.104301 -2.148954 0.2 -0.2 -0.1
H -1.113929 -0.652580 -2.294841 -0.2 -0.3 -0.1


Entry 2:
7
Properties=species:S:1:pos:R:3:forces:R:3 method="wB97M-V/def2-TZVPD" largest_force_ev_per_a=3.6 total_charge=0 gap_ev=10.8 homo_ev=-9.66 smiles="C=C=C" energy_ev=-3173.63062 relative_energy_kcal_mol=5.1
C -1.353147 -0.000456 -0.023702 3.5 -0.9 -0.3
C 0.017049 -0.059592 -0.066522 -3.1 0.4 -0.2
C 1.326076 -0.022139 -0.038815 -1.6 -0.5 1.4
H -1.795367 0.917107 0.336370 -0.2 -0.1 0.1
H -1.983914 -0.862837 -0.322007 0.6 0.8 0.1
H 1.814240 -0.367422 0.850353 0.2 -0.2 0.5
H 1.975060 0.395341 -0.735676 0.6 0.5 -1.6


Entry 3:
46
Properties=species:S:1:pos:R:3:forces:R:3 method="wB97M-V/def2-TZVPD" largest_force_ev_per_a=5.0 total_charge=+1 gap_ev=10.0 homo_ev=-12.59 energy_ev=-30114.32677 relative_energy_kcal_mol=86.7
N -0.491798 -0.716434 -1.242318 -1.6 -0.4 1.9
C -0.006920 0.130703 -0.054730 -0.6 -0.8 1.5
C 0.761328 1.310306 -0.534434 0.9 4.8 -0.9
N 1.910778 1.856006 0.012348 -0.7 -3.4 1.8
C 2.595025 1.184789 1.155380 0.7 1.8 -0.3
C 2.139889 1.815519 2.508877 0.5 0.2 -0.4
O 1.425030 0.809398 3.217868 -2.2 0.5 -0.2
O 0.252160 2.041734 -1.402634 0.0 -1.8 -0.2
H -1.334954 -0.310218 -1.716820 1.2 0.3 0.0
H -0.921312 -1.568193 -0.766999 0.8 0.6 -0.7
H 0.196969 -1.008033 -1.955883 -0.1 0.6 1.0
H -0.859245 0.438562 0.674305 0.5 0.2 -2.3
H 0.419422 -0.434966 0.800460 0.8 -0.5 -1.6
H 2.240327 2.836022 -0.027541 -1.2 -1.0 -0.9
H 2.616368 0.086289 1.252763 -0.8 0.5 -0.6
H 3.604868 1.397372 0.822617 0.7 0.1 1.1
H 1.627669 2.808184 2.449137 -0.4 -1.0 -0.6
H 2.955744 2.155006 3.121471 0.8 -0.7 0.4
H 0.453911 0.910598 2.998756 1.4 0.0 0.5
H 0.215423 0.650775 -3.602624 -0.8 -0.3 -0.3
H -1.061694 -0.099456 -4.196075 0.4 0.1 -0.3
O -0.766324 0.612343 -3.621607 0.0 0.2 0.1
H 1.059052 -3.352156 -0.850009 -0.1 -0.3 -0.1
H 1.462012 -2.614483 0.395357 -0.2 0.1 -0.1
O 1.184993 -2.459882 -0.524981 1.0 -0.1 0.1
H -3.059375 0.806877 -1.496723 -0.3 0.0 -0.3
H -3.830158 0.023800 -2.602943 0.2 0.1 0.1
O -3.215495 -0.077409 -1.863484 -0.1 0.1 0.2
H 0.929138 -2.200171 3.271308 0.5 -0.3 -0.7
H 1.282102 -0.990780 2.462966 0.6 0.0 0.3
O 1.318830 -1.960000 2.405335 -0.5 0.6 0.8
H 2.575158 0.418393 -3.641205 -0.3 -0.2 0.3
H 2.081733 -1.028074 -3.561044 0.1 -0.1 -0.1
O 1.896575 -0.144706 -3.228655 0.4 0.3 -0.2
H -1.253052 -3.822169 1.570104 -0.4 0.1 0.4
H -0.634869 -2.391127 1.441955 -0.3 0.2 0.4
O -0.549226 -3.303341 1.191766 0.3 -1.4 -0.3
H -2.320710 -0.055015 2.693780 -0.7 0.1 0.4
H -2.517404 1.462431 2.154928 -0.1 -0.7 0.4
O -1.998644 0.640698 2.129417 0.7 0.7 -0.5
H -1.289457 4.329484 -0.187550 0.9 0.1 0.0
H -0.957299 2.754369 -0.676536 0.0 1.8 -0.1
O -1.598299 3.481877 -0.476793 -1.6 -1.3 0.2
H -3.070496 -1.496748 -0.609916 0.6 -0.7 0.8
H -2.975873 -2.877454 0.116841 0.2 0.1 0.0
O -2.491921 -2.050716 -0.006236 -1.4 0.8 -1.0